[1]
ORCA calculation (ωB97M-V/def2-TZVPD) on C5H3N3 as an isolated structure.

Geometry as XYZ:
```
11
C5H3N3 (ωB97M-V/def2-TZVPD)
C 2.0118 -0.1413 -0.0002
C -0.0775 1.5844 0.3037
C -1.1566 -1.1295 0.2850
C -1.0579 0.7512 -0.0255
C -0.3430 -0.3379 -0.7520
N 2.9825 -0.5167 0.4954
N -1.9112 -0.1723 0.6928
N 0.9877 0.3172 -0.6493
H 0.2942 2.4240 0.8326
H -1.1602 -2.1569 0.5964
H -0.5698 -0.6221 -1.7790
```

Its charge is 0. The LUMO energy (spin up / spin down) comes out at -0.22 / -2.84 eV. As for the HOMO energy (spin up / spin down): -0.2699 / -0.3628 hartree. Its spin multiplicity is 3. The HOMO-LUMO gap (spin up / spin down) comes out at 0.26194 / 0.25839 Ha. As for the expectation value of S²: 2.02.

---

[2]
ORCA calculation (ωB97M-V/def2-TZVPD) on a 9-piece molecular cluster, C26H43N6O3S2 overall.

Geometry as XYZ:
```
80
C26H43N6O3S2 (ωB97M-V/def2-TZVPD)
C -2.0465 -2.1575 1.9913
C -1.1402 -1.8637 0.6954
O -0.0945 -0.9687 0.9658
H -2.5946 -1.2643 2.2912
H -1.5622 -2.4280 2.9295
H -2.7683 -2.9288 1.7224
H -1.8113 -1.4449 -0.0544
H -0.8084 -2.8246 0.3020
C -3.8314 6.4143 0.9240
S -2.8166 5.6569 2.2842
O -3.0029 6.6952 3.3659
C -3.9723 4.3008 2.8180
H -3.4730 7.4288 0.7498
H -4.9101 6.4415 1.0781
H -3.6941 5.9420 -0.0488
H -4.9096 4.8408 2.9520
H -3.5745 4.0028 3.7881
H -3.8197 3.4132 2.2040
C -1.4723 2.8355 -3.5971
S -1.7353 2.6167 -5.4019
O -3.2212 3.1033 -5.4282
C -0.7062 4.0452 -5.8848
H -0.5985 3.3366 -3.1806
H -1.4176 1.8476 -3.1396
H -2.4040 3.1423 -3.1217
H 0.2157 3.9068 -5.3200
H -1.2210 4.9829 -5.6756
H -0.4712 4.0442 -6.9492
C 2.6805 -2.3267 -4.0964
C 3.2059 -1.0970 -4.7091
N 3.5572 -0.0904 -5.2328
H 2.4663 -3.0452 -4.8875
H 1.8078 -2.0358 -3.5116
H 3.5365 -2.6282 -3.4928
C 0.3792 -6.3961 4.1798
C -0.4578 -7.1214 3.2613
N -1.1161 -7.7623 2.5396
H 0.5568 -5.4147 3.7400
H 1.4067 -6.7599 4.1790
H -0.0466 -6.3818 5.1831
N -6.1315 0.0572 -3.9063
C -7.0944 -0.6718 -4.4778
C -7.5661 -1.5244 -3.4964
C -6.6602 -1.4940 -2.3768
C -5.9338 -0.3690 -2.6265
H -5.6019 0.7776 -4.3760
H -7.3453 -0.5444 -5.5205
H -8.2398 -2.3623 -3.5987
H -6.5997 -2.2393 -1.5975
H -5.1480 -0.0312 -1.9672
N 2.4227 -0.6545 4.6794
C 3.3015 0.3615 4.7039
C 4.1059 0.2572 5.8808
C 3.5810 -0.7656 6.6407
C 2.5045 -1.3379 5.8768
H 1.7895 -0.8628 3.9206
H 3.3041 0.9534 3.8005
H 4.8898 0.9504 6.1479
H 3.7503 -1.0499 7.6688
H 1.9373 -2.2006 6.1936
N 3.8220 -4.1554 1.0320
C 3.7253 -5.4917 0.8069
C 5.0197 -5.9450 0.6749
C 5.9099 -4.9164 0.6685
C 5.1110 -3.8446 0.8897
H 3.0966 -3.4551 1.0906
H 2.7885 -6.0290 0.8093
H 5.3972 -6.9528 0.5841
H 6.9888 -4.9353 0.6241
H 5.4186 -2.8444 1.1569
N 2.7952 3.1090 -0.4341
C 3.9001 2.9166 -1.2382
C 4.2440 4.1987 -1.7393
C 3.3337 5.1361 -1.2235
C 2.4249 4.4188 -0.4421
H 2.4387 2.2577 -0.0237
H 4.3168 1.9307 -1.3825
H 5.1069 4.3136 -2.3785
H 3.2777 6.1927 -1.4399
H 1.5035 4.7891 -0.0175
```

Its charge is -1. The LUMO energy comes out at 2.07 eV. As for the HOMO energy: -0.1239 hartree. The HOMO-LUMO gap comes out at 0.19983 Ha.

---

[3]
ORCA calculation (ωB97M-V/def2-TZVPD) on a 7-piece molecular cluster, C17H39N5O11 overall.

Geometry as XYZ:
```
72
C17H39N5O11 (ωB97M-V/def2-TZVPD)
C 11.7723 28.7208 -35.8318
O 11.2632 27.3852 -35.9203
C 12.0138 26.3040 -35.6357
O 13.2811 26.2904 -35.5928
O 11.2034 25.3441 -35.5684
C 11.8347 24.0264 -35.6848
H 12.6850 28.7269 -36.4276
H 12.1201 28.9983 -34.8367
H 11.1757 29.5427 -36.2274
H 12.6693 24.1449 -34.9937
H 12.0911 23.7997 -36.7197
H 11.1199 23.3000 -35.2979
C 7.4928 35.9168 -25.6768
O 7.5114 36.0232 -27.0902
C 6.4923 35.7522 -27.8466
O 5.3824 35.6153 -27.4617
O 6.9495 35.7753 -29.1107
C 6.0266 35.6822 -30.1759
H 8.5489 35.9258 -25.4076
H 7.0606 34.9816 -25.3211
H 6.8946 36.7082 -25.2250
H 6.0152 36.5012 -30.8950
H 5.0632 35.2662 -29.8810
H 6.3360 34.8165 -30.7616
C 21.1036 32.9477 -32.1838
C 21.4451 31.7802 -33.2242
O 21.8860 30.7166 -32.8032
N 21.3420 32.1118 -34.5267
C 21.3060 31.0573 -35.5941
H 20.0517 33.2014 -32.3152
H 21.6251 33.8914 -32.3438
H 21.4396 32.7601 -31.1640
H 21.4619 33.0949 -34.7247
H 20.3309 31.0030 -36.0781
H 21.5889 30.0783 -35.2073
H 22.0356 31.3744 -36.3393
O 13.2293 33.0629 -28.9727
C 13.9376 32.7138 -28.0636
N 13.8275 33.4233 -26.9763
C 14.9314 31.5418 -28.2409
H 14.2841 33.2813 -26.0866
H 13.1049 34.1220 -27.0751
H 15.8602 31.8458 -28.7236
H 14.5543 30.8970 -29.0348
H 15.0560 31.0478 -27.2773
O 21.0416 35.8201 -22.8547
C 20.9140 36.2487 -23.9643
N 19.7633 36.1489 -24.5912
C 22.0650 36.9660 -24.5650
H 19.1308 35.4180 -24.2980
H 19.7423 36.5247 -25.5284
H 22.5402 37.6269 -23.8400
H 21.8235 37.5906 -25.4250
H 22.8869 36.2773 -24.7604
O 14.1642 32.3916 -21.5647
C 13.4294 31.7983 -20.8680
N 13.4071 31.7887 -19.5774
C 12.3365 30.9346 -21.5610
H 13.0206 31.0220 -19.0455
H 13.8947 32.4121 -18.9500
H 11.9183 31.5083 -22.3881
H 11.5311 30.5819 -20.9168
H 12.7646 30.1020 -22.1191
O 17.7075 24.5967 -30.2807
C 18.4837 25.5434 -30.0703
N 18.4523 26.5361 -30.8231
C 19.4603 25.5247 -28.9122
H 17.9752 26.3524 -31.6941
H 19.1315 27.2833 -30.8463
H 19.0360 25.0349 -28.0358
H 19.7927 26.5312 -28.6584
H 20.3526 24.9684 -29.1993
```

Its charge is 0. The LUMO energy comes out at 0.34 eV. As for the HOMO energy: -0.3418 hartree. The HOMO-LUMO gap comes out at 0.35429 Ha. Its SMILES is COC(=O)OC.COC(=O)OC.CNC(C)=O.CC(N)=O.CC(N)=O.CC(N)=O.CC(N)=O.

---

Computed values of F_max (unit: eV/A) for the preceding records, in sequence: 2.854 4.593 7.349.
Computed values of E_tot (unit: eV) for the preceding records, in sequence: -9694.53131 -64406.68656 -48233.69284.